Entry 1:
Molecular formula: C40H52BCrN11S3
Method: DFT, the ωB97M-V functional and the def2-TZVPD basis

```
108
Properties=species:S:1:pos:R:3:mulliken_spin:R:1
Cr -0.71525 -0.23157 0.42632 1.174
C 4.37474 0.91203 2.07956 -0.001
C 4.13857 0.52541 0.65696 -0.005
C 5.02140 0.81233 -0.34089 -0.001
C 4.76320 0.45686 -1.69261 -0.001
N 3.69588 -0.23401 -1.99241 0.001
N 2.83058 -0.53449 -0.99703 0.003
B 1.76398 -1.43258 -1.56238 -0.024
N 1.05285 -0.85093 -2.77657 0.002
N 1.15315 -1.60731 -3.87706 0.000
C 0.70998 -1.11318 -5.01047 0.000
C 0.17144 0.19290 -5.05695 0.001
C 0.02646 0.94586 -3.92501 0.007
C -0.56851 2.31614 -3.93270 0.000
C 0.46245 0.35028 -2.71599 0.008
S 0.28333 1.15720 -1.17972 -0.024
C 0.86859 -1.98089 -6.24923 0.000
C 2.31044 -1.79376 -6.74705 0.000
C 0.61977 -3.44827 -5.89120 0.000
C -0.11365 -1.55753 -7.34434 0.000
N 1.13371 -2.51002 -0.71464 0.010
N 2.08122 -2.98170 -1.54370 0.001
C 2.50369 -4.22076 -1.50365 0.001
C 1.84534 -5.04699 -0.54512 0.003
C 0.86890 -4.59252 0.29424 0.000
C 0.20641 -5.46544 1.30509 -0.001
C 0.48713 -3.20276 0.20458 0.010
S -0.64663 -2.46872 1.24146 -0.047
C 3.62540 -4.70218 -2.38525 0.000
C 4.74764 -5.21359 -1.46434 0.000
C 3.10320 -5.85510 -3.25620 0.000
C 4.14806 -3.56356 -3.25441 0.000
C 2.93187 -0.13646 0.27537 -0.003
S 1.64914 -0.39859 1.37822 -0.041
C 5.66115 0.84544 -2.86073 0.000
C 6.15079 -0.43182 -3.55382 0.000
C 6.85902 1.67058 -2.39285 0.000
C 4.82489 1.67812 -3.84440 0.000
H 5.36139 1.35296 2.19732 0.000
H 4.29564 0.04510 2.73673 0.000
H 3.62585 1.63500 2.40735 0.000
H 5.93382 1.34200 -0.10389 0.000
H -0.15502 0.59430 -6.00696 0.000
H -0.83522 2.61480 -4.94375 0.000
H 0.13718 3.04388 -3.52942 0.000
H -1.46092 2.35165 -3.30553 -0.001
H 3.03211 -2.12137 -5.99660 0.000
H 2.51837 -0.75025 -6.99233 0.000
H 2.46512 -2.38504 -7.64988 0.000
H 1.29621 -3.78754 -5.10923 0.000
H 0.78139 -4.06674 -6.77397 0.000
H -0.40805 -3.60320 -5.55257 0.000
H 0.11932 -0.57798 -7.76415 0.000
H -1.14487 -1.55160 -6.98304 0.000
H -0.05903 -2.27012 -8.16678 0.000
H 2.15584 -6.08165 -0.48207 0.000
H 0.60155 -6.47721 1.26764 0.000
H -0.87115 -5.49800 1.13156 0.000
H 0.35781 -5.06400 2.30906 0.000
H 4.44269 -6.07972 -0.87640 0.000
H 5.09914 -4.43461 -0.78554 0.000
H 5.58945 -5.52268 -2.08392 0.000
H 2.74160 -6.69196 -2.65736 0.000
H 3.92192 -6.22547 -3.87275 0.000
H 2.30116 -5.52864 -3.91851 0.000
H 4.57652 -2.76288 -2.64965 0.000
H 3.36538 -3.13963 -3.88412 0.000
H 4.93680 -3.94467 -3.90289 0.000
H 6.69189 -1.08173 -2.86258 0.000
H 6.83291 -0.16769 -4.36200 0.000
H 5.31609 -0.98936 -3.97900 0.000
H 7.51610 1.10860 -1.72612 0.000
H 6.55323 2.59171 -1.89270 0.000
H 7.45228 1.95718 -3.26035 0.000
H 3.96498 1.11174 -4.20630 0.000
H 5.44032 1.94922 -4.70243 0.000
H 4.47071 2.60204 -3.38248 0.000
N -1.15648 0.06922 2.85892 -0.008
N -0.70098 1.13695 2.00831 -0.016
H -1.75387 0.42359 3.60115 0.003
H -0.34156 -0.35845 3.29086 0.000
H 0.14872 1.58389 2.34813 0.001
H -1.43995 1.83071 1.94142 0.002
N -1.35088 -1.29239 -1.24097 -0.054
C -1.85494 -1.86850 -2.09727 0.029
C -2.48125 -2.59124 -3.16103 -0.003
C -2.54703 -3.98414 -3.09445 0.002
C -3.16497 -4.67281 -4.12348 0.000
C -3.70431 -3.97533 -5.19844 0.000
C -3.63470 -2.58760 -5.25746 0.000
C -3.02188 -1.88214 -4.23665 0.000
H -2.13564 -4.51251 -2.24433 0.001
H -3.23764 -5.75091 -4.08651 0.000
H -4.19406 -4.51885 -5.99558 0.000
H -4.07137 -2.05793 -6.09322 0.000
H -2.97628 -0.80086 -4.26021 0.000
N -6.73060 -2.26309 1.17212 0.000
C -6.00351 -1.40536 0.94318 0.001
C -5.07196 -0.35848 0.62886 0.000
C -5.48656 0.93217 0.31617 0.000
C -4.52227 1.87516 -0.00124 0.000
C -3.19083 1.50321 0.01073 0.006
N -2.78909 0.26064 0.32757 -0.030
C -3.71619 -0.65353 0.62269 -0.006
H -6.53879 1.18410 0.31791 0.000
H -4.79611 2.88814 -0.25975 0.000
H -2.41388 2.21068 -0.25653 -0.001
H -3.36934 -1.65164 0.85842 -0.001
```

Calculated values
* multiplicity: 2
* charge: +3
* energy relative to the best compared isomer or geometry (same formula, charge and spin): 12.5 kcal/mol

=====

Entry 2:
Molecular formula: C40H53AlBCl3N9O3S4
Method: DFT, the ωB97M-V functional and the def2-TZVPD basis

```
114
Properties=species:S:1:pos:R:3:mulliken_charge:R:1
Al -1.03073 0.85486 -0.96083 -1.310
C -3.87960 4.25304 -1.77304 -2.052
C -3.70497 4.63732 -0.30962 1.438
C -4.49393 3.66987 0.57023 -1.288
C -4.19907 6.07557 -0.13611 -1.755
N -2.27357 4.59511 0.16235 0.508
C -1.95835 5.12414 1.40175 -0.228
C -0.66137 4.86663 1.63800 -1.417
N -0.16695 4.17306 0.55653 0.018
B 1.28491 3.64426 0.61807 0.585
N 1.39954 2.45590 1.60885 0.680
C 2.52951 2.32801 2.38861 -1.402
C 2.33597 1.30739 3.24292 -0.480
N 1.07745 0.79689 2.98930 0.289
C 0.51770 1.51116 1.98281 0.327
S -1.07932 1.27106 1.36634 -0.088
C 0.50157 -0.41308 3.65405 1.581
C 0.22879 -1.49052 2.58836 -0.618
C 1.52668 -0.95759 4.64747 -2.341
C -0.75374 -0.01992 4.43232 -1.725
N 1.93533 3.32611 -0.75858 0.831
C 2.55661 4.34590 -1.44166 -1.431
C 3.10985 3.83086 -2.55366 -0.450
N 2.83052 2.47543 -2.56173 0.576
C 2.07495 2.19439 -1.46857 -1.450
S 1.42069 0.64595 -1.04284 1.010
C 3.37017 1.52181 -3.58338 1.330
C 2.22043 0.83147 -4.31417 -1.293
C 4.28599 0.51182 -2.89469 -1.258
C 4.19057 2.30211 -4.60860 -2.292
C -1.16392 3.99484 -0.32732 0.382
S -0.95698 3.13376 -1.80977 -0.534
H -4.92547 4.43238 -2.02300 0.610
H -3.66579 3.20335 -1.94065 0.266
H -3.25702 4.85416 -2.43491 0.387
H -5.54628 3.70245 0.28803 0.470
H -4.41445 3.93630 1.62514 0.370
H -4.13935 2.64853 0.43504 0.088
H -5.20478 6.14904 -0.54699 0.464
H -3.55736 6.77544 -0.67264 0.404
H -4.25526 6.38061 0.90735 0.422
H -2.67722 5.64262 2.00480 0.552
H -0.04202 5.11814 2.47978 0.630
H 1.95312 4.52944 1.08557 -0.194
H 3.36721 2.99213 2.27732 0.703
H 2.98020 0.91831 4.00596 0.619
H 0.69858 -1.23662 1.63805 -0.436
H -0.83663 -1.62232 2.40994 0.377
H 0.65655 -2.43676 2.91602 0.397
H 2.44101 -1.28794 4.15229 0.463
H 1.08328 -1.82431 5.13589 0.444
H 1.77203 -0.23220 5.42342 0.574
H -1.49867 0.45044 3.79618 0.358
H -0.50048 0.65897 5.24782 0.399
H -1.19441 -0.92015 4.86227 0.463
H 2.56414 5.35214 -1.06564 0.624
H 3.69085 4.31326 -3.31295 0.603
H 1.70767 0.13281 -3.65755 0.022
H 2.62008 0.27747 -5.16345 0.580
H 1.51457 1.57385 -4.69399 0.348
H 3.75692 -0.05183 -2.12970 0.051
H 5.13538 1.01980 -2.43650 0.389
H 4.66806 -0.18826 -3.63825 0.483
H 3.58384 3.02363 -5.15657 0.495
H 4.58778 1.58876 -5.32905 0.451
H 5.03739 2.81309 -4.15139 0.509
N -1.16972 0.41558 -3.03742 0.103
C -2.48156 0.74260 -3.65330 -0.785
C -3.62160 0.01213 -2.96432 -0.754
C -3.87731 0.45713 -1.52930 0.615
O -4.98646 0.44120 -1.05290 -0.677
O -2.81043 0.81401 -0.85763 -0.245
H -0.43053 0.90291 -3.53565 0.072
H -0.98595 -0.57680 -3.16456 0.321
H -2.46733 0.48746 -4.71494 0.558
H -2.61892 1.82044 -3.56883 0.400
H -3.42505 -1.06621 -2.94226 0.226
H -4.54343 0.15046 -3.52688 0.521
Cl -4.22775 -7.06453 3.62800 -0.196
C -2.86083 -6.60050 2.67710 0.357
C -2.03535 -5.57488 3.10797 -1.001
C -0.94502 -5.21584 2.33435 0.493
C -0.66133 -5.85283 1.13232 -1.119
C 0.49920 -5.40628 0.27096 -0.291
C 0.04421 -4.65229 -0.98770 -1.513
N -0.62376 -3.39033 -0.69705 0.458
C -1.88287 -3.21264 -0.16996 -0.974
C -2.11485 -1.87563 -0.17568 -1.350
N -1.01549 -1.22574 -0.70405 1.476
C -0.14482 -2.17416 -1.00046 -0.529
O 1.35865 -4.58288 1.02610 0.191
C 2.73596 -4.73786 0.68835 -1.142
C 3.49613 -3.56700 1.20952 -0.891
C 4.26639 -3.57172 2.33306 0.727
Cl 4.52988 -4.88790 3.39801 -0.211
S 5.03526 -2.06486 2.61848 -0.257
C 4.27897 -1.37812 1.24222 -0.309
C 3.50414 -2.28029 0.59184 0.279
C -1.50058 -6.89235 0.74169 0.933
Cl -1.18522 -7.77798 -0.72433 -0.193
C -2.59747 -7.27382 1.49645 -0.873
H -2.24488 -5.06832 4.03932 0.461
H -0.28934 -4.42617 2.66238 0.375
H 1.02603 -6.30119 -0.08182 0.759
H -0.61807 -5.28076 -1.58124 0.633
H 0.91740 -4.41509 -1.59678 0.483
H -2.49148 -4.03793 0.15174 0.635
H -2.98056 -1.33568 0.16497 0.950
H 0.81778 -2.01614 -1.45786 0.592
H 2.85384 -4.79518 -0.40039 0.421
H 3.11470 -5.66866 1.11953 0.533
H 4.45521 -0.34693 0.98690 0.514
H 2.95488 -2.04540 -0.30841 0.210
H -3.22895 -8.08742 1.17143 0.483
```

Calculated values
* charge: +1
* energy relative to the best compared isomer or geometry (same formula, charge and spin): 0.0 kcal/mol

=====

Entry 3:
Molecular formula: C40H53Cl3N2OSiSnTe
Method: DFT, the ωB97M-V functional and the def2-TZVPD basis

```
102
Properties=species:S:1:pos:R:3:mulliken_charge:R:1
Sn 0.50560 -0.00805 -0.41577 0.046
Cl 1.61452 3.56475 7.69545 -0.223
C 1.65072 2.47973 6.34244 0.407
C 1.11293 2.88333 5.13353 -0.862
C 1.15549 2.01449 4.05788 0.518
Cl 0.44923 2.51456 2.56062 0.118
C 1.72564 0.74180 4.15657 -1.171
O 1.68812 -0.09222 3.09338 -0.096
C 2.22612 0.36618 5.40518 0.853
Cl 2.87600 -1.22214 5.61779 -0.157
C 2.20416 1.22278 6.49322 -0.892
H 0.66346 3.85905 5.02299 0.485
H 2.60663 0.90160 7.44264 0.473
C -1.94660 -0.52827 2.83530 -1.583
C -2.81517 -0.17129 1.62520 3.922
C -4.26030 -0.63858 1.81276 -1.820
C -2.75462 1.31994 1.35486 0.695
C -3.32669 2.19248 2.27313 -0.527
C -3.29660 3.55940 2.07353 -1.661
C -2.65572 4.06695 0.95837 -1.003
C -2.05287 3.24026 0.01213 0.932
C -1.29211 3.95853 -1.10354 0.352
C 0.08860 3.39897 -1.45389 -1.288
C -2.12630 4.20010 -2.36516 -1.423
C -2.14861 1.84895 0.20844 -0.786
N -1.53747 0.95134 -0.71683 0.898
C -1.97394 0.85815 -1.93313 -0.345
C -1.19422 0.23784 -2.92679 -0.203
C -1.45195 -0.00978 -4.27642 -1.653
C -0.30040 -0.59521 -4.78518 -0.763
C 0.62934 -0.67891 -3.73020 -0.547
N 0.08404 -0.18575 -2.60556 0.976
C 2.03299 -1.23728 -3.83164 2.761
C 1.96128 -2.76804 -3.92413 -1.586
C 2.69511 -0.68712 -5.10228 -1.877
C 2.90235 -0.84846 -2.63685 -1.602
H -2.04483 -1.58719 3.08986 0.492
H -2.23975 0.05263 3.71251 0.452
H -0.89191 -0.32260 2.63842 -0.042
H -2.41011 -0.69169 0.75606 -2.543
H -4.70881 -0.18640 2.69993 0.391
H -4.30220 -1.72127 1.93384 0.390
H -4.87712 -0.36737 0.95406 0.443
H -3.81114 1.79098 3.15485 0.361
H -3.75522 4.22807 2.79062 0.386
H -2.59000 5.14062 0.82286 0.451
H -1.10648 4.94906 -0.67884 0.680
H 0.04357 2.52878 -2.10922 0.168
H 0.65104 3.12411 -0.56016 0.123
H 0.65812 4.16671 -1.98204 0.562
H -2.28208 3.28358 -2.93428 0.235
H -1.60840 4.90071 -3.02333 0.422
H -3.10232 4.62087 -2.11876 0.332
H -2.93546 1.29169 -2.20389 0.532
H -2.36561 0.21994 -4.80284 0.521
H -0.13368 -0.91147 -5.80240 0.505
H 1.35607 -3.07874 -4.77727 0.338
H 1.51499 -3.19180 -3.02238 0.202
H 2.96327 -3.18867 -4.04026 0.452
H 2.14126 -0.97223 -5.99676 0.338
H 3.70953 -1.08148 -5.19499 0.461
H 2.74948 0.40246 -5.07052 0.390
H 2.56637 -1.31440 -1.70819 -0.008
H 2.93448 0.23371 -2.49444 0.297
H 3.92338 -1.19858 -2.80575 0.562
C 4.44092 -6.72292 3.79520 -1.484
C 4.13116 -5.30618 3.39638 0.500
C 5.12667 -4.45090 2.94293 -1.004
C 4.85341 -3.13248 2.60725 0.965
C 5.97075 -2.24731 2.12096 -1.985
C 3.54062 -2.65420 2.72338 0.202
Te 3.36144 -0.62674 2.13472 0.399
C 2.51035 -3.50008 3.13464 1.344
C 1.06097 -3.10378 3.23919 -0.528
C 2.83924 -4.81091 3.47474 -0.906
H 5.40180 -7.04546 3.39538 0.366
H 3.67458 -7.41033 3.43591 0.365
H 4.48407 -6.81948 4.88208 0.291
H 6.14330 -4.81668 2.84388 0.308
H 6.87205 -2.83038 1.93706 0.385
H 6.21265 -1.47004 2.85004 0.397
H 5.72692 -1.75578 1.17075 0.366
H 0.84797 -2.13613 2.79732 -0.646
H 0.75161 -3.05625 4.28563 0.568
H 0.44023 -3.85194 2.74485 0.185
H 2.03895 -5.46792 3.80227 0.418
C -0.96160 -4.63675 -1.68287 -1.268
Si -1.45980 -3.21586 -0.55616 0.250
C -2.06315 -3.97462 1.05518 -1.012
C -2.88553 -2.34515 -1.40551 -0.744
C 0.04583 -2.15933 -0.22549 0.693
H -1.77479 -5.36046 -1.78415 0.352
H -0.08747 -5.16366 -1.29219 0.318
H -0.71534 -4.27444 -2.68467 0.305
H -3.05040 -4.42678 0.92995 0.403
H -2.12371 -3.24875 1.86839 0.140
H -1.37634 -4.76548 1.36820 0.329
H -3.64142 -3.08581 -1.68202 0.587
H -2.54599 -1.86013 -2.32506 0.229
H -3.37113 -1.59189 -0.78235 0.044
H 0.79270 -2.51565 -0.95041 -0.078
H 0.45287 -2.44504 0.75165 -0.314
```

Calculated values
* energy relative to the best compared isomer or geometry (same formula, charge and spin): 35.7 kcal/mol